No. 1
The following is a quantum chemistry calculation of a structure of composition C41H37N7OS3SbSe4V at a distorted geometry, from the OMol25 dataset.

Properties
Charge: -1
Spin multiplicity: 4
E_HOMO (alpha / beta), eV: -3.82 / -4.01
LUMO energy (alpha / beta), eV: 1.69 / 0.69
E_tot, Ha: -14027.31170
Kohn-Sham gap (alpha / beta), hartree: 0.2022 / 0.1727

Geometry as XYZ:
```
95
Properties=species:S:1:pos:R:3:forces:R:3
V -0.822272 -0.295378 1.205075 -2.3 0.2 -7.8
Se -4.554780 0.650117 6.255903 0.6 -0.2 -0.2
Sb -4.479939 0.005423 3.938485 -2.4 0.4 1.5
Se -2.224996 -0.236953 2.916429 -2.2 0.0 3.0
Se 0.102318 -0.378916 3.062007 2.9 -0.6 6.8
Se -6.724656 0.732782 3.169840 0.4 0.0 -0.5
N -1.389904 -2.003310 0.610347 1.1 -0.3 -1.1
S -0.085561 -2.018944 -0.195517 0.9 -1.6 2.1
N 0.681858 -0.653057 -0.312566 -0.8 -1.8 -1.9
S 1.608859 0.264116 0.877517 2.3 1.4 0.1
N 0.884828 1.802304 1.102959 -0.8 -0.1 -0.2
S -0.525579 2.152632 0.365041 0.6 -0.5 0.0
N -1.397195 1.055972 -0.146909 0.3 1.8 0.0
C -1.437747 3.055741 1.626036 0.2 -0.1 0.5
C -0.900675 3.278558 2.885587 0.2 0.1 0.0
C -1.744914 3.521688 3.959311 -0.1 0.2 0.0
C -3.116134 3.593615 3.762715 0.0 -0.2 0.0
C -3.650427 3.389497 2.494362 0.1 0.1 0.1
C -2.813478 3.087728 1.433743 0.0 0.1 -0.3
C -0.018725 3.353503 -0.858433 0.2 0.0 0.0
C -0.275064 3.085704 -2.189962 -0.2 0.0 0.0
C 0.293264 3.897612 -3.164448 0.0 0.0 0.0
C 1.123775 4.942909 -2.794714 0.1 0.0 0.0
C 1.384669 5.195747 -1.450657 -0.1 0.0 0.0
C 0.811952 4.400324 -0.473305 -0.1 0.0 -0.1
C 3.262056 0.143964 2.104728 -0.1 0.2 0.2
C 4.160235 -0.781070 1.573456 0.0 0.3 0.1
C 4.978744 -1.544572 2.398295 -0.1 0.0 -0.1
C 4.868381 -1.437865 3.776079 0.1 0.0 0.1
C 3.976509 -0.523273 4.323784 0.0 0.0 -0.1
C 3.189796 0.265953 3.492298 0.1 0.1 0.0
C 2.707432 0.992818 -0.455440 -0.4 0.0 -0.3
C 2.400503 0.852241 -1.799237 0.1 -0.2 -0.3
C 3.054011 1.620554 -2.763095 0.0 0.0 0.2
C 3.998901 2.555896 -2.381668 0.0 0.0 -0.1
C 4.278449 2.729250 -1.030802 0.0 -0.1 0.0
C 3.632749 1.962117 -0.076748 0.1 -0.1 0.1
C -0.085297 -3.031389 -1.674259 -0.1 0.4 -0.3
C -1.170161 -3.875298 -1.841207 0.0 0.0 0.0
C -1.247105 -4.635620 -2.998554 0.1 0.0 0.1
C -0.241276 -4.552896 -3.954732 0.0 0.0 0.0
C 0.845479 -3.711031 -3.760519 0.0 0.0 0.1
C 0.927653 -2.936883 -2.610364 0.0 0.0 -0.1
C 0.945787 -3.182634 0.804072 0.6 0.3 -0.4
C 0.389777 -3.711717 1.953822 -0.1 -0.1 0.2
C 1.157419 -4.515310 2.787739 0.1 0.0 -0.2
C 2.468352 -4.816569 2.443647 -0.1 -0.1 0.1
C 3.019838 -4.296674 1.282700 0.1 0.1 -0.1
C 2.267822 -3.457733 0.475243 -0.2 0.0 0.0
H 0.169088 3.200936 3.027582 0.0 -0.1 0.0
H -1.334333 3.629429 4.954732 0.0 0.0 0.0
H -3.785385 3.729322 4.601716 0.0 0.0 0.0
H -4.723531 3.401135 2.359948 0.0 0.0 -0.1
H -3.217475 2.805814 0.469384 0.0 0.0 0.0
H -0.902023 2.236033 -2.438255 0.0 0.0 0.0
H 0.105368 3.695296 -4.211502 0.0 0.0 0.0
H 1.595157 5.554176 -3.554524 0.0 0.0 0.0
H 2.052273 5.998928 -1.165786 0.0 0.0 0.0
H 1.020106 4.560200 0.577002 0.0 0.0 0.0
H 4.222947 -0.891465 0.493024 0.1 -0.1 0.0
H 5.676337 -2.248853 1.958180 0.0 0.0 0.0
H 5.479295 -2.058910 4.420050 0.0 0.0 0.0
H 3.876900 -0.428746 5.398987 0.1 0.0 0.0
H 2.509206 0.981248 3.939992 -0.1 0.0 0.0
H 1.628722 0.164436 -2.113661 0.0 0.0 0.1
H 2.790712 1.492322 -3.805749 0.0 0.0 0.0
H 4.495629 3.164483 -3.127875 0.0 0.0 0.0
H 4.990718 3.480491 -0.712109 0.0 0.0 0.0
H 3.841272 2.121212 0.971926 0.0 0.0 0.0
H -1.953525 -3.880168 -1.092993 0.0 0.0 0.0
H -2.103386 -5.278474 -3.158802 0.0 0.0 0.0
H -0.310421 -5.139575 -4.862421 0.0 0.0 0.0
H 1.624022 -3.643970 -4.509858 0.0 0.0 0.0
H 1.749450 -2.247119 -2.464254 0.0 0.0 0.0
H -0.629398 -3.460489 2.214178 0.0 0.0 -0.1
H 0.725687 -4.888502 3.707299 0.0 0.0 0.0
H 3.064986 -5.449014 3.089754 0.0 0.0 0.0
H 4.041405 -4.531604 1.010369 0.0 0.0 0.0
H 2.704451 -3.007268 -0.408281 0.1 -0.1 0.0
C -2.743668 -0.107021 -4.375107 0.0 0.0 0.0
N -3.428002 -0.418995 -3.133554 -0.1 0.1 0.2
C -4.781896 -0.357712 -3.057685 0.1 0.1 -0.1
C -5.446545 -0.587362 -1.911446 -0.3 0.0 0.3
C -4.648386 -0.882587 -0.751298 0.1 -0.1 -0.4
N -3.346442 -0.985360 -0.831953 0.0 0.2 -0.5
C -2.670989 -0.781626 -1.987563 0.0 -0.1 -0.1
O -1.455053 -0.908637 -2.125394 -0.7 0.2 -0.3
N -5.200511 -1.110349 0.448469 -0.1 -0.2 0.0
H -2.896168 -0.891507 -5.119184 0.0 0.0 0.0
H -1.681683 -0.040752 -4.160534 0.0 0.0 0.0
H -3.097678 0.845749 -4.770812 0.0 0.0 0.0
H -5.289395 -0.106822 -3.981065 0.0 0.0 0.0
H -6.524395 -0.546934 -1.855746 0.0 0.1 -0.1
H -6.152403 -0.887212 0.692081 0.1 0.2 0.0
H -4.556568 -1.285854 1.204652 0.0 0.0 0.0
```
Forces are in eV/Å.



No. 2
The following is a quantum chemistry calculation of a cluster of 7 separate species, C24H47N7O8 in total at a distorted geometry, from the OMol25 dataset.

Properties
E_HOMO, eV: -9.14
LUMO energy, eV: -1.03
E_tot, Ha: -1927.32539
Kohn-Sham gap, hartree: 0.2982

Geometry as XYZ:
```
86
Properties=species:S:1:pos:R:3:forces:R:3
O 4.833932 2.852485 -2.319287 -3.0 0.8 1.8
N 3.782042 3.026664 -1.637967 0.4 -1.3 -0.1
O 2.728576 3.531007 -2.020282 1.4 -0.3 0.0
C 3.760052 2.479453 -0.202066 1.8 -1.7 2.3
C 5.225141 1.917052 0.225285 -8.2 1.2 6.2
C 5.298039 1.590895 1.674971 -4.7 1.6 -3.1
C 4.065922 1.715235 2.614871 2.2 0.9 -1.9
C 2.795622 2.169480 2.158953 1.1 0.0 -1.4
C 2.519550 2.462922 0.703806 6.9 -0.4 0.7
H 6.060970 1.849934 -0.332319 2.3 0.0 -2.3
H 6.273230 1.320941 1.934172 1.1 -0.6 1.2
H 4.280545 1.645542 3.731488 -0.5 -0.1 -1.7
H 2.060064 2.402569 2.973278 0.3 -0.5 -1.3
H 1.617977 2.857542 0.349822 -1.1 0.5 -0.4
C -0.520836 -4.106071 -1.741946 -1.8 0.9 -2.0
N -1.749375 -4.341087 -0.996233 2.5 -0.1 1.0
C -1.605418 -4.851204 0.351066 -0.2 4.6 -0.1
C -2.960020 -4.236972 -1.482186 -2.5 -0.2 -3.4
O -3.961790 -4.535139 -0.845213 0.4 0.5 -0.2
H -0.566715 -3.160453 -2.197922 -0.4 2.0 -0.3
H -0.340828 -4.630762 -2.650469 -0.5 -1.7 -0.6
H 0.428591 -4.057866 -1.336998 1.4 -0.5 2.3
H -1.889453 -4.136966 1.155687 -0.8 -0.2 -0.6
H -0.603112 -4.778813 0.478610 3.2 -1.2 0.7
H -2.090536 -5.714198 0.443396 -1.6 -3.7 0.7
H -3.030639 -3.964379 -2.665397 0.3 -0.2 2.6
C 0.840141 -3.041956 4.049633 1.8 -0.1 -2.5
N 0.228019 -1.968778 4.864234 2.5 -1.1 -3.1
C -0.188295 -2.404420 6.113475 -1.5 -3.1 1.6
C 0.536179 -0.689898 4.506305 -5.5 2.2 16.3
O 0.317669 0.291566 5.375937 1.3 -3.9 -4.3
H 1.705016 -3.585618 4.557092 -2.5 -0.8 0.6
H 1.710343 -2.833788 3.321432 -1.6 1.8 0.2
H 0.091422 -3.456121 3.281352 1.1 -0.5 1.9
H 0.327041 -3.238548 6.610272 1.0 -0.2 -1.2
H -1.197688 -2.870640 6.233455 0.1 1.2 -0.7
H 0.023761 -1.711432 6.815975 -0.3 2.9 2.2
H 0.783791 -0.606858 3.647715 3.6 1.5 -11.1
C 0.493373 6.824700 0.239530 4.3 -3.8 6.2
N -0.320792 5.755918 0.898500 -0.6 0.4 0.7
C -1.208678 4.954822 0.059791 -0.9 -1.0 0.4
C -0.138736 5.325901 2.195774 -0.2 1.0 -2.1
O -0.616795 4.259362 2.505796 0.4 0.1 1.3
H -0.027419 7.412557 -0.318560 -3.1 2.7 -4.7
H 1.508975 6.368135 -0.026707 -1.6 1.0 -0.7
H 0.751047 7.607933 1.003052 0.0 -1.0 0.1
H -0.797215 3.961385 -0.190063 -0.2 0.3 0.4
H -1.117818 5.537962 -0.764519 -0.1 1.1 -3.4
H -2.381367 4.871350 0.150878 2.4 0.3 1.1
H 0.408783 6.138340 2.751542 -0.2 -1.1 0.4
C -6.256232 0.779919 -5.231188 1.2 2.1 2.4
N -5.634200 -0.068706 -4.223826 1.0 -2.3 -1.0
C -5.673702 0.288886 -2.838949 -4.5 -2.8 -0.3
C -5.242399 -1.313944 -4.559684 3.1 -0.6 4.9
O -4.613446 -2.094840 -3.780434 -1.9 1.7 -1.8
H -7.251800 0.730476 -4.847486 -1.2 1.9 0.3
H -6.493908 0.261247 -6.136474 1.3 -0.1 -1.1
H -5.631407 1.899702 -5.189474 -2.4 -3.3 -0.7
H -5.493853 1.239709 -2.826279 2.3 5.7 0.7
H -5.147484 -0.325794 -2.140385 0.3 -0.4 -0.1
H -6.796084 0.427290 -2.540206 1.4 -1.1 -0.1
H -5.349838 -1.518393 -5.547108 -0.5 -0.9 -3.3
C 3.269238 -1.675726 0.564617 -3.2 -2.3 0.9
N 3.891711 -1.735615 -0.680019 0.2 -0.2 -1.9
C 3.114848 -2.141219 -1.848590 -1.5 0.2 -1.3
C 5.192921 -1.448124 -0.862033 1.5 0.7 -0.9
O 5.687564 -1.483186 -2.013004 -0.2 0.3 3.1
H 2.778010 -0.806291 0.984955 -0.1 0.7 -0.8
H 3.961386 -1.980076 1.250871 2.0 -0.6 2.2
H 2.498901 -2.540053 0.613201 0.9 1.5 -0.1
H 3.669149 -2.682003 -2.708871 -0.8 0.9 1.9
H 2.608981 -1.257814 -2.249438 0.8 0.6 -0.7
H 2.105930 -2.585646 -1.600337 1.6 -0.7 0.5
H 5.748021 -1.114215 0.202157 -1.1 -0.9 -2.7
C -2.218115 -0.174851 -1.380031 -2.6 2.5 -0.2
N -1.131451 -0.201126 -0.517416 2.1 2.1 -1.0
C -0.014432 0.833977 -0.744304 0.5 -3.3 -0.1
C -0.941294 -1.140118 0.366260 2.4 -1.6 1.7
O 0.179272 -1.199616 0.955480 -2.6 -0.6 -0.3
H -2.202772 -0.532858 -2.377813 1.1 -0.4 -1.2
H -2.627447 0.865689 -1.402960 0.4 -0.5 -0.3
H -3.056550 -0.675308 -0.990905 -1.0 -1.1 1.0
H 0.217054 1.293375 0.222279 0.0 -0.3 -0.4
H -0.384144 1.539123 -1.462919 -0.1 0.3 -0.3
H 0.908602 0.219020 -1.179136 -1.8 1.6 1.1
H -1.813315 -1.892571 0.470437 1.3 1.0 0.1
```
Forces are in eV/Å.



No. 3
The following is a quantum chemistry calculation of an isolated molecule of C2H7N5O at a distorted geometry, from the OMol25 dataset.

Properties
E_HOMO (alpha / beta), eV: -9.05 / -9.05
LUMO energy (alpha / beta), eV: -0.53 / -0.53
E_tot, Ha: -429.27522
Kohn-Sham gap (alpha / beta), hartree: 0.3131 / 0.3130

Geometry as XYZ:
```
15
Properties=species:S:1:pos:R:3:forces:R:3
C 0.162491 0.477121 1.244789 0.4 0.3 -0.3
C 0.589165 -0.426966 0.074917 -0.8 1.2 0.9
N 1.523360 -1.421029 0.519231 -0.1 0.1 -0.2
N 1.178912 0.349012 -1.085349 0.1 1.2 -0.9
O 0.700180 1.438194 -1.353838 0.5 -1.8 0.9
N -0.533356 -1.148736 -0.520572 1.3 -1.3 -0.2
N -1.560145 -0.664340 -0.963557 -2.0 -0.3 -0.4
N -1.944134 0.593417 -0.903681 0.6 1.0 0.3
H 0.897288 0.369334 2.036016 0.0 0.0 0.1
H -0.814218 0.194850 1.626428 0.0 -0.1 0.0
H 0.141989 1.521471 0.928222 -0.1 0.0 0.1
H 1.344854 -2.303917 0.056871 0.0 0.1 -0.2
H 2.474194 -1.123365 0.336499 0.0 -0.1 0.0
H -2.844999 0.780751 -1.312670 0.2 -0.2 0.0
H -1.315582 1.364202 -0.683306 -0.1 -0.2 -0.1
```
Forces are in eV/Å.



No. 4
The following is a quantum chemistry calculation of a structure of composition C42H36AsIrN2OSSi, from the OMol25 dataset.

Properties
Charge: -1
Spin multiplicity: 2
E_HOMO (alpha / beta), eV: -3.37 / -4.12
LUMO energy (alpha / beta), eV: 2.31 / 2.31
E_tot, Ha: -4834.64606
Kohn-Sham gap (alpha / beta), hartree: 0.2087 / 0.2362

Geometry as XYZ:
```
85
Properties=species:S:1:pos:R:3:forces:R:3
Ir -0.308784 -1.061837 0.135154 0.0 -0.3 -0.1
C -6.074582 2.577788 0.883803 0.0 0.0 0.0
Si -5.061193 1.977931 -0.582672 0.0 0.0 0.0
C -6.259790 1.547463 -1.968263 0.0 0.0 0.0
C -3.960718 3.370474 -1.156685 0.0 0.0 0.0
C -4.202922 0.390970 -0.064510 0.0 0.0 0.0
C -5.023724 -0.642129 0.374468 0.0 0.1 -0.1
C -4.512428 -1.869432 0.776012 0.0 -0.1 0.0
C -3.147471 -2.050183 0.703597 0.0 -0.1 -0.1
N -2.336621 -1.087398 0.273959 0.1 0.1 0.3
C -2.815773 0.135821 -0.072604 0.0 -0.1 -0.1
S -1.508999 1.156355 -0.501487 0.1 0.3 -0.2
H -6.618834 3.492018 0.633230 0.0 0.0 0.0
H -5.424958 2.790699 1.735220 0.0 0.0 0.0
H -6.803564 1.829110 1.201915 0.0 0.0 0.0
H -6.939034 2.381505 -2.163699 0.0 0.0 0.0
H -6.863616 0.673461 -1.713808 0.0 0.0 0.0
H -5.725629 1.322370 -2.893187 0.0 0.0 0.0
H -4.581175 4.239223 -1.399813 0.0 0.0 0.0
H -3.387675 3.088789 -2.040578 0.0 0.0 0.0
H -3.242407 3.649480 -0.386623 0.0 0.0 0.0
H -6.100016 -0.494391 0.402641 0.0 0.0 0.0
H -5.152386 -2.668918 1.120959 0.0 0.0 0.0
H -2.669550 -2.984524 0.968716 0.0 0.0 0.0
N 0.895733 2.036467 9.584540 0.0 0.0 0.0
C 0.743146 1.663756 8.505645 0.0 0.0 0.0
C 0.555315 1.198627 7.162719 0.0 0.0 0.0
C 0.215476 2.094521 6.146573 0.0 0.0 0.0
C 0.038109 1.644511 4.855254 0.0 0.0 0.0
C 0.193206 0.285028 4.526345 0.0 0.0 0.0
C 0.533092 -0.600539 5.564985 0.0 0.0 0.0
C 0.711181 -0.155226 6.857857 0.0 0.0 0.0
C 0.016214 -0.169013 3.196028 0.0 0.0 0.0
C -0.135508 -0.531437 2.037015 -0.1 0.0 0.0
H 0.091113 3.143807 6.381960 0.0 0.0 0.0
H -0.229550 2.334970 4.066679 0.0 0.0 0.0
H 0.655112 -1.648551 5.327106 0.0 0.0 0.0
H 0.973481 -0.850734 7.644813 0.0 0.0 0.0
O 1.778771 -1.335358 0.115201 0.1 -0.2 0.0
As 2.662323 -0.689461 -1.137765 0.0 0.2 0.1
C 4.071251 -1.897772 -1.638112 0.0 0.0 -0.1
C 3.758011 -2.936469 -2.510303 0.0 0.0 0.0
C 4.733678 -3.852605 -2.868755 0.0 0.0 0.0
C 6.021862 -3.727458 -2.363744 0.0 0.0 0.0
C 6.334528 -2.689799 -1.498297 0.0 0.0 0.0
C 5.358081 -1.772733 -1.131687 0.0 0.0 0.1
C 1.648795 -0.234890 -2.685044 -0.2 -0.1 0.1
C 0.342424 -0.758644 -2.860329 0.1 0.1 -0.1
C -0.374153 -0.180210 -3.929016 0.1 0.0 0.0
C 0.178147 0.768266 -4.766887 -0.1 0.0 0.0
C 1.481452 1.221353 -4.597758 0.0 0.0 0.0
C 2.203345 0.717917 -3.533009 0.0 0.0 0.0
C 3.488095 0.877034 -0.380472 0.0 0.0 -0.1
C 2.950248 1.286968 0.835803 0.0 0.0 -0.1
C 3.457101 2.420801 1.456938 0.0 0.0 0.0
C 4.492001 3.134577 0.871137 0.0 0.0 0.0
C 5.030334 2.719517 -0.340590 0.0 0.0 0.0
C 4.527585 1.590916 -0.969565 0.0 0.0 0.0
H 2.754095 -3.022370 -2.911917 0.0 0.0 0.0
H 4.490170 -4.662998 -3.543569 0.0 0.0 0.0
H 6.783967 -4.442671 -2.646472 0.0 0.0 0.0
H 7.338033 -2.594551 -1.103756 0.0 0.0 0.0
H 5.597484 -0.968860 -0.446259 0.0 0.0 0.0
H 0.606202 -2.536709 -1.742903 0.0 0.0 -0.2
H -1.382487 -0.505489 -4.122957 0.0 0.0 0.0
H -0.425796 1.161381 -5.576816 0.0 0.0 0.0
H 1.913991 1.954585 -5.265112 0.0 0.0 0.0
H 3.211251 1.075214 -3.359870 0.0 0.0 0.0
H 2.136349 0.721163 1.277909 0.0 0.0 0.0
H 3.035293 2.744555 2.399601 0.0 0.0 0.0
H 4.882699 4.018902 1.358868 0.0 0.0 0.0
H 5.840850 3.274805 -0.795397 0.0 0.0 0.0
H 4.963019 1.265151 -1.906359 0.0 0.0 0.0
C -0.183579 -1.822606 -1.997660 0.0 0.1 0.4
C -1.399202 -2.564976 -2.396004 0.0 -0.1 0.0
C -2.629812 -1.954160 -2.678658 0.0 -0.1 0.1
C -3.758361 -2.700019 -2.978407 0.0 0.0 0.0
C -3.709611 -4.087106 -3.000861 0.0 0.0 0.0
C -2.507614 -4.715226 -2.703036 0.0 0.0 0.0
C -1.377914 -3.965888 -2.411112 0.0 0.0 0.0
H -2.715307 -0.880463 -2.597670 0.0 0.1 0.0
H -4.692926 -2.187374 -3.173832 0.0 0.0 0.0
H -4.595924 -4.667024 -3.228312 0.0 0.0 0.0
H -2.446994 -5.797598 -2.698245 0.0 0.0 0.0
H -0.448622 -4.472376 -2.171228 0.0 0.0 0.0
```
Forces are in eV/Å.



- The lowest E_tot belongs to which entry?
  C41H37N7OS3SbSe4V



- Which of these has the highest E_tot?
  C2H7N5O



- Which formula does entry 1 have?
  C41H37N7OS3SbSe4V